No. 1
The following is a quantum chemistry calculation of a structure of composition C30H25N3OPdS7Sb, from the Open Molecules 2025 dataset.

Last column: Mulliken charge in e.
Positions of all 68 atoms, in Å:
Pd: 0.838 -1.223 0.943  0.2388
N: 1.389 -3.200 4.842  -0.4795
C: 1.598 -2.380 3.761  0.5293
S: 1.933 -3.160 2.243  -0.3768
N: 1.555 -1.097 3.985  -1.3175
N: 1.812 -0.401 2.835  1.2278
C: 2.370 0.741 2.904  -1.2120
C: 2.877 1.387 1.694  1.0991
C: 3.390 2.678 1.804  -0.7950
C: 4.045 3.304 0.760  -0.6487
C: 4.226 2.596 -0.423  -0.3750
C: 3.745 1.309 -0.554  -0.3258
C: 3.036 0.666 0.479  0.5545
O: 2.640 -0.571 0.271  -1.0243
H: 1.106 -4.138 4.612  0.2418
H: 0.919 -2.761 5.619  0.2609
H: 2.571 1.196 3.874  0.2470
H: 3.269 3.191 2.752  0.3503
H: 4.418 4.314 0.866  0.4215
H: 4.751 3.054 -1.253  0.4056
H: 3.918 0.749 -1.463  0.4396
S: -1.125 1.490 2.036  -0.6109
Sb: -0.528 0.968 -0.087  2.1673
C: 0.155 -0.737 -1.256  -1.1763
C: 1.280 -0.636 -2.090  0.7546
C: 1.677 -1.711 -2.850  -1.2678
C: 1.006 -2.934 -2.750  -0.8085
C: -0.090 -3.055 -1.929  -0.8628
C: -0.525 -1.949 -1.184  0.5805
C: -2.318 1.217 -1.229  0.6933
C: -3.360 0.319 -1.003  -0.3926
C: -4.560 0.445 -1.683  -0.5399
C: -4.740 1.483 -2.585  -0.4990
C: -3.716 2.393 -2.797  -0.6559
C: -2.510 2.262 -2.122  -0.4096
C: 0.583 2.581 -0.897  0.7007
C: 0.827 3.663 -0.062  -0.8596
C: 1.385 4.826 -0.576  -0.5902
C: 1.700 4.914 -1.920  -0.5878
C: 1.454 3.837 -2.761  -0.8488
C: 0.892 2.677 -2.252  -0.5024
H: 1.848 0.279 -2.124  0.0749
H: 2.534 -1.619 -3.503  0.4239
H: 1.356 -3.787 -3.316  0.3990
H: -0.621 -3.995 -1.845  0.4925
H: -1.463 -2.012 -0.648  0.6742
H: -3.247 -0.481 -0.277  -0.0406
H: -5.355 -0.267 -1.501  0.4241
H: -5.678 1.588 -3.115  0.3571
H: -3.855 3.214 -3.490  0.3906
H: -1.728 2.989 -2.300  0.3390
H: 0.568 3.586 0.989  0.3195
H: 1.575 5.665 0.082  0.4085
H: 2.135 5.822 -2.317  0.3708
H: 1.693 3.902 -3.815  0.4281
H: 0.665 1.862 -2.928  0.4650
C: -4.412 -2.346 2.752  -0.7844
S: -4.252 -2.687 0.985  -0.0427
C: -2.879 -3.787 0.956  0.3191
C: -1.598 -3.517 1.290  -0.1424
S: -1.107 -1.961 1.936  -0.1386
S: -0.510 -4.896 1.155  0.0586
C: -1.656 -6.049 0.566  -0.0219
S: -1.267 -7.606 0.176  -0.2692
S: -3.253 -5.417 0.462  -0.1777
H: -5.285 -1.704 2.858  0.3732
H: -3.532 -1.818 3.115  0.2695
H: -4.571 -3.266 3.309  0.2838

Summary:
- HOMO (spin up / spin down) (eV) = -4.742 / -4.741
- ΔE to the lowest compared entry with this formula, charge and spin (kJ/mol) = 66.63
- energy (a.u.) = -4553.181005
- LUMO (spin up / spin down) (eV) = 1.5 / 1.5
- gap between HOMO and LUMO (spin up / spin down) (eV) = 6.3 / 6.3
- total charge = -1

***

No. 2
The following is a quantum chemistry calculation of a structure of composition C30H26AsAuCl2NO2, from the Open Molecules 2025 dataset.

Last column: Mulliken charge in e.
Positions of all 63 atoms, in Å:
Au: -0.969 0.542 -1.509  0.4027
Cl: -3.311 -6.149 -0.097  -0.1695
C: -3.011 -4.458 -0.225  -0.2880
C: -3.813 -3.560 0.458  -0.4203
C: -3.564 -2.182 0.349  1.0153
Cl: -4.645 -1.155 1.259  -0.0636
C: -2.511 -1.643 -0.440  -0.2620
O: -2.260 -0.395 -0.559  -0.7598
C: -1.733 -2.619 -1.110  0.7401
C: -0.594 -2.202 -1.974  -0.2526
O: -0.252 -1.045 -2.169  -0.6808
C: -1.968 -4.001 -1.012  -0.8247
H: -4.632 -3.912 1.076  0.4488
H: -0.043 -3.025 -2.457  0.5514
H: -1.341 -4.706 -1.547  0.7121
C: 3.649 0.472 4.071  -0.4750
C: 3.128 -0.750 3.639  -0.8066
C: 2.221 -0.789 2.576  -0.0985
C: 1.824 0.399 1.936  0.7257
C: 2.357 1.620 2.375  -0.4679
C: 3.265 1.656 3.439  -0.7211
As: 0.552 0.420 0.435  -0.3633
C: -0.823 1.031 1.498  0.9297
C: -1.017 2.370 1.849  -0.9148
C: -2.101 2.710 2.667  -0.7807
C: -2.978 1.717 3.128  -1.1534
C: -2.777 0.375 2.773  -1.2677
C: -1.689 0.040 1.952  1.2564
C: -1.342 -1.230 1.511  0.1477
C: -2.012 -2.431 1.798  -0.7807
C: -1.521 -3.631 1.264  -0.7426
C: -0.377 -3.630 0.451  -0.6218
C: 0.285 -2.429 0.168  -1.5145
C: -0.205 -1.238 0.709  0.9660
H: 4.351 0.499 4.894  0.3868
H: 3.427 -1.668 4.128  0.4145
H: 1.839 -1.749 2.266  0.3291
H: 2.069 2.544 1.893  0.2734
H: 3.670 2.603 3.772  0.3993
H: -0.342 3.136 1.493  0.4289
H: -2.263 3.744 2.945  0.4308
H: -3.814 1.987 3.761  0.4408
H: -3.464 -0.376 3.139  0.8391
H: -2.895 -2.453 2.420  0.9271
H: -2.027 -4.563 1.479  0.8649
H: -0.005 -4.560 0.042  0.5480
H: 1.168 -2.427 -0.458  0.5804
C: 2.693 2.034 -4.966  -1.5875
C: 2.129 2.902 -3.832  2.0796
C: 1.461 4.150 -4.424  -1.5628
C: 3.267 3.324 -2.893  -1.5768
C: 1.127 2.123 -3.071  -0.1479
N: 0.341 1.513 -2.473  -0.1553
H: 3.440 2.582 -5.551  0.3953
H: 1.901 1.711 -5.653  0.4061
H: 3.173 1.129 -4.575  0.3811
H: 2.177 4.750 -4.996  0.3935
H: 1.042 4.789 -3.637  0.3903
H: 0.638 3.881 -5.097  0.4017
H: 4.028 3.903 -3.427  0.4105
H: 3.762 2.451 -2.449  0.3855
H: 2.894 3.942 -2.067  0.3763
H: -1.580 1.926 -0.945  0.0814

Summary:
- HOMO (eV) = -9.829
- energy (a.u.) = -4655.301019
- LUMO (eV) = -3.5
- gap between HOMO and LUMO (eV) = 6.3
- total charge = +1

***

No. 3
The following is a quantum chemistry calculation of a structure of composition C30H26Br2N6O4S2Zr, from the Open Molecules 2025 dataset.

Last column: Mulliken charge in e.
Positions of all 71 atoms, in Å:
Zr: -0.490 -0.330 -0.324  0.9527
C: -1.140 -3.289 -2.038  -1.3899
C: 0.238 -2.783 -2.325  1.0538
C: 1.199 -3.557 -2.998  -1.1309
C: 2.475 -3.092 -3.159  -0.6838
C: 2.836 -1.812 -2.682  0.5932
C: 4.117 -1.210 -2.767  -0.2024
Br: 5.541 -2.142 -3.567  -0.1554
C: 4.332 0.043 -2.266  -0.3255
C: 3.282 0.769 -1.667  -0.4866
Br: 3.591 2.488 -0.975  -0.1317
C: 2.020 0.242 -1.586  -0.0483
O: 0.951 0.863 -1.043  -0.0874
C: 1.812 -1.068 -2.080  0.6746
N: 0.549 -1.571 -1.887  0.2265
H: -1.454 -4.027 -2.772  0.5477
H: -1.863 -2.468 -2.056  0.1736
H: -1.162 -3.761 -1.054  0.2624
H: 0.920 -4.534 -3.368  0.5101
H: 3.219 -3.701 -3.656  0.3997
H: 5.314 0.491 -2.328  0.4860
N: 4.293 -3.925 5.334  -0.4371
C: 3.320 -3.354 4.601  1.1147
C: 3.623 -2.310 3.700  -0.9506
C: 2.635 -1.728 2.952  -0.5495
C: 1.314 -2.171 3.103  -0.3910
C: 0.987 -3.208 3.990  -0.5866
C: 1.982 -3.790 4.727  -0.8159
S: 0.114 -1.496 2.126  2.0818
O: -0.039 -2.176 0.774  -0.5272
O: 0.493 -0.114 1.656  -0.5769
N: -1.202 -1.546 2.931  -0.6705
C: -2.315 -1.196 2.237  0.3000
S: -3.862 -1.386 2.951  -0.1232
C: -4.609 -0.830 1.498  -0.3666
C: -3.682 -0.523 0.579  -1.0298
N: -2.364 -0.716 0.987  0.4207
H: 5.245 -3.609 5.275  0.2030
H: 4.085 -4.652 5.994  0.2033
H: 4.645 -1.965 3.611  0.3197
H: 2.868 -0.922 2.269  0.5402
H: -0.040 -3.526 4.099  0.4990
H: 1.743 -4.583 5.423  0.3201
H: -5.680 -0.766 1.405  0.5023
H: -3.870 -0.159 -0.419  0.5146
C: -1.745 5.205 -1.527  -0.9337
N: -1.573 3.887 -2.116  -0.1545
N: -1.753 2.754 -1.374  1.2706
C: -1.725 1.685 -2.200  0.8002
O: -1.812 0.475 -1.711  -0.5557
C: -1.554 2.151 -3.499  -1.4338
C: -1.477 3.532 -3.409  0.9011
C: -1.319 4.544 -4.488  -1.6220
C: -1.879 2.699 0.052  -0.9492
C: -0.734 2.636 0.842  0.4972
C: -0.882 2.511 2.219  -0.5995
C: -2.148 2.463 2.785  -0.6935
C: -3.280 2.545 1.981  -0.7650
C: -3.149 2.660 0.607  -0.2458
H: -1.251 5.239 -0.560  0.3649
H: -2.801 5.447 -1.410  0.3233
H: -1.277 5.932 -2.184  0.4015
H: -1.488 1.556 -4.392  0.4689
H: -1.233 4.046 -5.449  0.3771
H: -0.422 5.145 -4.331  0.3774
H: -2.177 5.216 -4.526  0.3726
H: 0.250 2.710 0.392  0.5121
H: -0.004 2.457 2.848  0.4710
H: -2.256 2.373 3.858  0.4844
H: -4.267 2.516 2.423  0.4982
H: -4.020 2.716 -0.035  0.5994

Summary:
- HOMO (eV) = -13.068
- ΔE to the lowest compared entry with this formula, charge and spin (kJ/mol) = 0.00
- energy (a.u.) = -7779.491451
- LUMO (eV) = -5.7
- gap between HOMO and LUMO (eV) = 7.4
- total charge = +2

***

No. 4
The following is a quantum chemistry calculation of a structure of composition C30H26CdCl2F4N3O2, from the Open Molecules 2025 dataset.

Last column: Mulliken charge in e.
Positions of all 68 atoms, in Å:
Cd: 0.174 -0.400 0.276  2.6207
C: -1.527 1.833 -2.525  -1.1899
C: -0.746 2.664 -1.516  -0.9689
N: -0.808 2.136 -0.155  0.8816
C: -2.153 2.136 0.411  -0.6843
C: -2.886 3.484 0.411  -1.6099
C: 0.192 2.803 0.670  -1.2560
C: 0.311 2.307 2.107  -0.8964
N: 0.446 0.864 2.196  -0.4614
C: 0.596 0.309 3.397  0.1832
C: 0.643 -1.111 3.531  0.0639
F: 0.590 -1.858 2.408  -0.3517
C: 0.733 -1.771 4.727  0.0538
F: 0.745 -3.118 4.730  -0.3286
C: 0.808 -1.105 5.938  -0.5918
C: 0.811 0.273 5.857  0.1984
F: 0.909 0.985 6.999  -0.3421
C: 0.724 0.957 4.666  0.2214
F: 0.781 2.315 4.760  -0.3679
H: -1.416 2.269 -3.519  0.4525
H: -2.592 1.788 -2.292  0.3379
H: -1.134 0.817 -2.539  0.0458
H: -1.094 3.711 -1.550  0.5664
H: 0.303 2.658 -1.810  0.5652
H: -2.079 1.767 1.433  0.3554
H: -2.746 1.403 -0.135  0.3422
H: -2.264 4.274 0.835  0.2715
H: -3.789 3.399 1.016  0.4640
H: -3.182 3.775 -0.598  0.3029
H: 0.030 3.895 0.707  0.3048
H: 1.150 2.629 0.178  0.3786
H: -0.545 2.653 2.701  0.4941
H: 1.190 2.824 2.508  0.5681
H: 0.870 -1.623 6.882  0.4752
C: 0.124 -2.521 -4.172  -1.0653
C: -1.204 -2.908 -4.264  -0.3776
C: -2.056 -2.687 -3.196  -1.1748
C: -1.565 -2.091 -2.029  0.6503
N: -0.292 -1.681 -1.982  0.2185
C: 0.522 -1.888 -3.005  -0.0084
C: -2.373 -1.926 -0.786  1.4955
C: -3.704 -2.356 -0.742  -0.7065
C: -4.431 -2.288 0.433  -0.7528
C: -3.824 -1.802 1.583  -0.8519
C: -2.513 -1.351 1.528  0.4206
C: -1.759 -1.379 0.352  -0.9471
H: 0.828 -2.700 -4.973  0.4215
H: -1.574 -3.390 -5.161  0.4119
H: -3.090 -2.984 -3.279  0.3088
H: 1.542 -1.534 -2.878  0.1835
H: -4.191 -2.754 -1.625  0.2817
H: -5.461 -2.623 0.454  0.3514
H: -4.379 -1.764 2.515  0.4085
H: -2.062 -0.959 2.437  0.2614
Cl: 7.109 -0.289 -3.405  -0.2695
C: 5.680 -0.515 -2.428  0.2228
C: 5.679 -1.538 -1.461  -0.6711
C: 4.571 -1.735 -0.691  0.2505
Cl: 4.559 -2.982 0.508  -0.2122
C: 3.364 -0.940 -0.817  -0.1950
O: 2.359 -1.146 -0.112  -0.6995
C: 3.430 0.088 -1.821  1.0240
C: 2.291 0.932 -2.054  -0.5100
O: 1.185 0.877 -1.526  -0.4600
C: 4.585 0.280 -2.600  -1.0845
H: 6.552 -2.161 -1.327  0.4380
H: 2.463 1.710 -2.830  0.1285
H: 4.592 1.062 -3.351  0.4097

Summary:
- HOMO (eV) = -4.229
- energy (a.u.) = -2961.193499
- LUMO (eV) = 2.5
- gap between HOMO and LUMO (eV) = 6.7
- total charge = -1